# C22H15F3N2O4PS2

2 unconnected molecules or ions with the total composition C22H15F3N2O4PS2 at a distorted geometry (the ωB97M-V functional and the def2-TZVPD basis, OMol25).

Cartesian coordinates (Å):
1 C 5.1489 -2.5233 3.0418
2 C 3.8941 -2.4589 3.6552
3 C 2.8256 -1.7978 3.0199
4 C 2.9810 -1.1807 1.7607
5 P 1.5618 -0.6290 0.6872
6 C 0.2819 -1.8552 1.1907
7 C -0.6097 -1.5399 2.2212
8 C -1.5827 -2.4736 2.6166
9 C -1.6599 -3.7269 1.9972
10 C -0.7399 -4.0503 0.9909
11 C 0.2296 -3.1226 0.5856
12 C 0.8869 1.0524 0.7611
13 C 1.7066 2.1736 0.9156
14 N 2.3329 3.1598 1.1205
15 O 2.0261 -1.0112 -0.6995
16 C 4.2673 -1.2281 1.1803
17 C 5.3258 -1.8895 1.8075
18 H 5.9771 -3.0506 3.5202
19 H 3.7503 -2.9294 4.6316
20 H 1.8514 -1.7815 3.5121
21 H -0.5307 -0.5680 2.7188
22 H -2.2918 -2.2032 3.4047
23 H -2.4380 -4.4463 2.2897
24 H -0.7887 -5.0239 0.5028
25 H 0.9488 -3.3802 -0.1936
26 H -0.1725 1.2119 1.0013
27 H 4.4453 -0.7644 0.2086
28 H 6.3051 -1.9164 1.3291
29 F -4.4204 6.6056 -1.1303
30 C -4.7169 5.2668 -1.1570
31 F -5.8350 5.0759 -0.4112
32 F -4.9959 4.9233 -2.4379
33 S -3.3250 4.2987 -0.4504
34 N -2.6629 3.4462 -1.7983
35 C -1.2922 3.2398 -1.7060
36 O -0.5757 3.9345 -0.9765
37 C -0.9773 2.0375 -2.4830
38 C -2.0632 1.3888 -3.0357
39 C -1.9611 0.0998 -3.5520
40 C -0.7320 -0.5582 -3.4466
41 C 0.3687 0.0998 -2.8827
42 C 0.2586 1.4014 -2.4097
43 S -3.5467 2.3490 -2.9616
44 O -4.6083 1.6840 -2.2535
45 O -3.7682 3.0658 -4.1893
46 H -2.8328 -0.3505 -4.0210
47 H -0.6183 -1.5827 -3.8048
48 H 1.3149 -0.4141 -2.7558
49 H 1.0570 1.9415 -1.9140

**Energy relative to the best compared isomer or geometry (same formula, charge and spin)**: 0.000 eV
**HOMO level**: -3.942 eV
**E_LUMO**: 2.12 eV
**M**: 523.47 g mol⁻¹
**Net charge**: -1
**E**: -73340.0072 eV
**Orbital gap**: 6.06 eV



# C22H15N5

C22H15N5 in the gas phase (the ωB97M-V functional and the def2-TZVPD basis, OMol25).

Cartesian coordinates (Å):
1 C -2.7226 4.9573 -3.8315
2 C -3.0038 4.0020 -2.8536
3 C -2.0608 3.0785 -2.4475
4 C -0.8131 3.1461 -3.0471
5 C -0.5292 4.0932 -4.0595
6 C -1.4926 5.0141 -4.4523
7 N 0.7540 3.9056 -4.5145
8 C 1.2162 2.9059 -3.8408
9 N 0.3354 2.3886 -2.9244
10 C 0.5907 1.3416 -2.0368
11 C 0.1541 1.4097 -0.7151
12 C 0.4169 0.3701 0.1505
13 C 1.1342 -0.7494 -0.2717
14 C 1.3957 -1.8305 0.6833
15 C 2.4613 -2.7269 0.5530
16 C 2.5809 -3.6934 1.5377
17 N 1.7446 -3.7811 2.5555
18 C 0.7644 -2.8811 2.6088
19 C -0.1683 -2.9599 3.7393
20 C 0.0302 -3.8820 4.7651
21 C -0.8816 -3.9104 5.8069
22 N -1.9313 -3.1091 5.8810
23 C -2.1187 -2.2358 4.9055
24 C -1.2749 -2.1159 3.8144
25 N 0.5651 -1.9185 1.7193
26 C 1.5742 -0.8068 -1.5930
27 C 1.3027 0.2243 -2.4683
28 H -3.4940 5.6588 -4.1121
29 H -3.9862 3.9819 -2.4057
30 H -2.2967 2.3301 -1.7063
31 H -1.2741 5.7365 -5.2218
32 H 2.2110 2.5176 -3.9473
33 H -0.3704 2.2873 -0.3701
34 H 0.0840 0.4124 1.1756
35 H 3.1692 -2.6629 -0.2560
36 H 3.3766 -4.4280 1.5176
37 H 0.8771 -4.5477 4.7316
38 H -0.7707 -4.6081 6.6269
39 H -2.9910 -1.6033 5.0090
40 H -1.4569 -1.3969 3.0323
41 H 2.1059 -1.6742 -1.9533
42 H 1.6269 0.1627 -3.4964

**HOMO level**: -8.583 eV
**Structure (SMILES)**: c1ccc2c(c1)ncn2-c1ccc(-c2ccnc(-c3ccncc3)n2)cc1
**E_LUMO**: -0.37 eV
**M**: 349.40 g mol⁻¹
**E**: -30508.8961 eV
**Orbital gap**: 8.22 eV



# C22H16BrIrN4O6S2

A molecular structure, C22H16BrIrN4O6S2 at a distorted geometry (the ωB97M-V functional and the def2-TZVPD basis, OMol25).

Cartesian coordinates (Å):
1 Ir -0.4607 -0.9165 -0.5902
2 O -0.7435 0.7286 4.7149
3 C -1.9547 0.2293 4.4459
4 C -2.8713 0.1895 5.4991
5 C -4.1437 -0.3043 5.3144
6 C -4.5317 -0.7894 4.0677
7 C -3.6354 -0.7697 3.0230
8 C -2.3418 -0.2579 3.1793
9 C -1.4380 -0.2723 2.0196
10 O -1.7961 -0.8654 0.9471
11 N -0.2791 0.3410 2.1329
12 N 0.5208 0.2971 1.0353
13 C 1.7353 0.6990 1.1658
14 S 2.3241 1.3385 2.6864
15 C 4.0664 1.4137 2.1492
16 C 4.0917 1.6986 0.6647
17 S 2.8718 0.6045 -0.1405
18 H -0.2147 0.7173 3.8883
19 H -2.5410 0.5612 6.4592
20 H -4.8393 -0.3207 6.1425
21 H -5.5294 -1.1807 3.9264
22 H -3.9197 -1.1502 2.0519
23 H 4.5311 0.4586 2.3897
24 H 4.5477 2.2015 2.7266
25 H 5.0647 1.4912 0.2233
26 H 3.8081 2.7280 0.4495
27 O 4.8904 -0.3310 -4.9216
28 C 4.3604 -1.4326 -4.7601
29 O 4.5000 -2.5928 -5.1357
30 C 3.1099 -1.2924 -3.7469
31 C 2.1454 -0.3137 -3.9953
32 C 1.0901 -0.2109 -3.1235
33 N 0.9535 -0.9990 -2.0435
34 C 1.9136 -1.9245 -1.8008
35 C 3.0026 -2.1037 -2.6332
36 C 1.7431 -2.7335 -0.5317
37 O 2.5374 -3.5956 -0.2438
38 O 0.7005 -2.3807 0.1628
39 H 2.2138 0.3466 -4.8465
40 H 0.3119 0.5250 -3.2892
41 H 3.7153 -2.8714 -2.3681
42 Br -2.2057 -2.0340 -2.8034
43 C -2.4259 -0.1581 -2.5899
44 C -3.2757 0.5649 -3.3908
45 C -3.4116 1.9254 -3.1498
46 C -2.6968 2.4780 -2.0911
47 C -1.8577 1.6809 -1.3509
48 N -1.6887 0.3686 -1.6003
49 H -3.8190 0.0715 -4.1827
50 H -4.0552 2.5407 -3.7603
51 H -2.7915 3.5261 -1.8498
52 H -1.2814 2.0758 -0.5258

**Energy relative to the best compared isomer or geometry (same formula, charge and spin)**: 0.707 eV
**HOMO level**: -7.564 eV
**E_LUMO**: -2.31 eV
**M**: 768.65 g mol⁻¹
**E**: -135870.7381 eV
**Orbital gap**: 5.25 eV



# C22H16Cl2IN2O6Re

A molecular structure, C22H16Cl2IN2O6Re at a distorted geometry (the ωB97M-V functional and the def2-TZVPD basis, OMol25).

Cartesian coordinates (Å):
1 Re -0.2889 -0.1552 0.1706
2 O -2.8348 0.2788 3.4445
3 C -1.9798 -0.1340 2.7602
4 O -1.4350 0.4071 1.7208
5 C -1.4641 -1.5576 2.8771
6 C 0.0420 -1.5748 2.7548
7 C 0.6195 -2.8845 3.3477
8 C 0.1293 -3.9059 2.3026
9 C -0.5123 -3.0249 1.2295
10 O 0.3118 -1.8018 1.2988
11 C -1.8616 -2.4705 1.6726
12 C -2.6097 -1.7805 0.5196
13 O -3.7973 -1.7469 0.4305
14 O -1.8334 -1.2731 -0.4521
15 H -1.8097 -2.0550 3.7837
16 H 0.6146 -0.6873 2.9377
17 H 1.7372 -2.8592 3.4143
18 H 0.2006 -3.1089 4.3022
19 H 1.0181 -4.4266 1.9543
20 H -0.5882 -4.6497 2.5574
21 H -0.3245 -3.3915 0.2070
22 H -2.5173 -3.2410 2.0820
23 Cl 3.1515 3.1073 1.7495
24 C 1.8183 3.4097 0.7041
25 C 1.7493 4.6444 0.0050
26 C 0.7596 4.8722 -0.8971
27 Cl 0.7022 6.3733 -1.7821
28 C -0.2165 3.9006 -1.1450
29 C -1.3406 4.0156 -2.0142
30 C -2.1864 2.9706 -2.2498
31 C -1.9217 1.7786 -1.5944
32 N -0.8881 1.5931 -0.8174
33 C -0.0481 2.6221 -0.5472
34 C 0.9710 2.3762 0.3783
35 O 1.0592 1.1624 0.8351
36 H 2.4936 5.4616 0.2065
37 H -1.5478 4.9466 -2.4816
38 H -2.9987 3.1068 -2.9117
39 H -2.6164 0.9304 -1.7022
40 I 3.3788 -1.2554 0.2245
41 C 2.3474 -0.9523 -1.5187
42 C 3.0752 -1.1145 -2.6938
43 C 2.3120 -1.2242 -3.8681
44 C 0.9485 -0.9585 -3.9165
45 C 0.4112 -0.6658 -2.7091
46 N 1.0493 -0.6350 -1.5259
47 H 4.1818 -1.3867 -2.7615
48 H 2.7634 -1.5602 -4.8171
49 H 0.4247 -1.1001 -4.8414
50 H -0.6493 -0.3760 -2.6240

**Energy relative to the best compared isomer or geometry (same formula, charge and spin)**: 0.770 eV
**HOMO level (spin up / spin down)**: -11.072 / -11.306 eV
**E_LUMO (spin up / spin down)**: -3.56 / -4.80 eV
**Spin multiplicity**: 4
**M**: 788.40 g mol⁻¹
**Net charge**: +1
**E**: -73609.8990 eV
**Orbital gap (spin up / spin down)**: 7.51 / 6.51 eV



Which value of M does entry 4 give? 788.40 g mol⁻¹



Repeat the fourth record exactly.
# C22H16Cl2IN2O6Re

A molecular structure, C22H16Cl2IN2O6Re at a distorted geometry (the ωB97M-V functional and the def2-TZVPD basis, OMol25).

Cartesian coordinates (Å):
1 Re -0.2889 -0.1552 0.1706
2 O -2.8348 0.2788 3.4445
3 C -1.9798 -0.1340 2.7602
4 O -1.4350 0.4071 1.7208
5 C -1.4641 -1.5576 2.8771
6 C 0.0420 -1.5748 2.7548
7 C 0.6195 -2.8845 3.3477
8 C 0.1293 -3.9059 2.3026
9 C -0.5123 -3.0249 1.2295
10 O 0.3118 -1.8018 1.2988
11 C -1.8616 -2.4705 1.6726
12 C -2.6097 -1.7805 0.5196
13 O -3.7973 -1.7469 0.4305
14 O -1.8334 -1.2731 -0.4521
15 H -1.8097 -2.0550 3.7837
16 H 0.6146 -0.6873 2.9377
17 H 1.7372 -2.8592 3.4143
18 H 0.2006 -3.1089 4.3022
19 H 1.0181 -4.4266 1.9543
20 H -0.5882 -4.6497 2.5574
21 H -0.3245 -3.3915 0.2070
22 H -2.5173 -3.2410 2.0820
23 Cl 3.1515 3.1073 1.7495
24 C 1.8183 3.4097 0.7041
25 C 1.7493 4.6444 0.0050
26 C 0.7596 4.8722 -0.8971
27 Cl 0.7022 6.3733 -1.7821
28 C -0.2165 3.9006 -1.1450
29 C -1.3406 4.0156 -2.0142
30 C -2.1864 2.9706 -2.2498
31 C -1.9217 1.7786 -1.5944
32 N -0.8881 1.5931 -0.8174
33 C -0.0481 2.6221 -0.5472
34 C 0.9710 2.3762 0.3783
35 O 1.0592 1.1624 0.8351
36 H 2.4936 5.4616 0.2065
37 H -1.5478 4.9466 -2.4816
38 H -2.9987 3.1068 -2.9117
39 H -2.6164 0.9304 -1.7022
40 I 3.3788 -1.2554 0.2245
41 C 2.3474 -0.9523 -1.5187
42 C 3.0752 -1.1145 -2.6938
43 C 2.3120 -1.2242 -3.8681
44 C 0.9485 -0.9585 -3.9165
45 C 0.4112 -0.6658 -2.7091
46 N 1.0493 -0.6350 -1.5259
47 H 4.1818 -1.3867 -2.7615
48 H 2.7634 -1.5602 -4.8171
49 H 0.4247 -1.1001 -4.8414
50 H -0.6493 -0.3760 -2.6240

**Energy relative to the best compared isomer or geometry (same formula, charge and spin)**: 0.770 eV
**HOMO level (spin up / spin down)**: -11.072 / -11.306 eV
**E_LUMO (spin up / spin down)**: -3.56 / -4.80 eV
**Spin multiplicity**: 4
**M**: 788.40 g mol⁻¹
**Net charge**: +1
**E**: -73609.8990 eV
**Orbital gap (spin up / spin down)**: 7.51 / 6.51 eV



Number 1 is which compound? C22H15F3N2O4PS2